No. 1
Here is a single C5H8N2O molecule in a non-equilibrium geometry from OMol25. Energies are from the ωB97M-V functional and the def2-TZVPD basis.

Each line ends with the natural charge from an NBO analysis.
Atoms and positions in Å:
O1 3.05 -0.14 -0.50  -0.51
C1 2.22 -0.67 0.16  0.43
C2 0.83 -0.27 0.33  -0.15
N1 0.46 1.07 -0.05  -0.67
C3 -1.09 1.29 -0.20  -0.23
C4 -1.43 -0.17 0.30  -0.10
N2 -1.81 -1.40 -0.17  -0.50
C5 -0.40 -0.97 -0.43  -0.10
H1 2.67 -1.58 0.90  0.10
H2 0.50 -0.75 1.42  0.17
H3 1.28 1.83 0.44  0.40
H4 -1.25 1.66 -1.28  0.21
H5 -1.46 2.28 0.37  0.21
H6 -1.24 -0.25 1.33  0.19
H7 -2.10 -1.30 -1.10  0.36
H8 -0.22 -0.63 -1.53  0.19

Values from the calculation:
SMILES: O=C[C@H]1NC[C@H]2N[C@H]12
energy relative to the best compared isomer or geometry (same formula, charge and spin): 174.41 kcal/mol
LUMO energy: 0.92 eV
molar mass: 112.13 g mol⁻¹
Kohn-Sham gap: 9.7 eV

No. 2
Here is a single C5H8N2O molecule in a non-equilibrium geometry from OMol25. Energies are from the ωB97M-V functional and the def2-TZVPD basis.

Each line ends with the natural charge from an NBO analysis.
Atoms and positions in Å:
O1 -1.75 -0.37 -1.90  -0.72
C1 -0.62 0.06 -1.29  0.24
C2 -0.09 -0.98 -0.18  -0.44
C3 1.17 -0.43 0.55  -0.38
C4 0.84 0.68 1.54  -0.48
C5 -0.28 1.29 0.87  0.40
N1 -1.51 1.43 0.76  -0.22
N2 -0.73 1.37 -0.56  -0.38
H1 -2.00 -0.03 -2.78  0.50
H2 0.20 0.06 -2.00  0.15
H3 0.14 -2.00 -0.62  0.22
H4 -0.94 -1.14 0.50  0.21
H5 1.60 -1.20 1.19  0.22
H6 1.87 -0.21 -0.21  0.21
H7 0.44 0.24 2.43  0.23
H8 1.66 1.23 1.72  0.24

Values from the calculation:
SMILES: O[C@@H]1CCCC2=NN21
energy relative to the best compared isomer or geometry (same formula, charge and spin): 99.72 kcal/mol
LUMO energy: 0.89 eV
molar mass: 112.13 g mol⁻¹
Kohn-Sham gap: 9.4 eV

No. 3
Here is a single C5H8N2O molecule in a non-equilibrium geometry from OMol25. Energies are from the ωB97M-V functional and the def2-TZVPD basis.

Each line ends with the natural charge from an NBO analysis.
Atoms and positions in Å:
C1 -0.35 -2.18 1.54  -0.45
N1 -0.60 -2.29 0.14  -0.48
C2 -0.34 -1.35 -0.71  0.27
N2 0.08 -0.03 -0.60  -0.17
C3 0.06 0.89 -1.61  -0.01
C4 0.27 2.15 -1.13  -0.33
C5 0.51 1.94 0.34  -0.10
O1 0.25 0.56 0.70  -0.34
H1 0.70 -1.96 1.88  0.20
H2 -0.99 -1.35 2.04  0.19
H3 -0.60 -3.17 1.91  0.20
H4 -0.35 -1.59 -1.79  0.17
H5 -0.21 0.59 -2.62  0.23
H6 0.14 3.05 -1.74  0.24
H7 1.54 2.17 0.68  0.18
H8 -0.11 2.56 0.98  0.19

Values from the calculation:
SMILES: C/N=C\N1C=CCO1
energy relative to the best compared isomer or geometry (same formula, charge and spin): 94.88 kcal/mol
LUMO energy: 0.86 eV
molar mass: 112.13 g mol⁻¹
Kohn-Sham gap: 8.6 eV

No. 4
Here is a molecular structure, C5H8N2O in a non-equilibrium geometry from OMol25. Energies are from the ωB97M-V functional and the def2-TZVPD basis.

Each line ends with the natural charge from an NBO analysis.
Atoms and positions in Å:
C1 0.86 1.04 1.66  -0.74
C2 -1.10 -0.03 -1.89  -0.64
C3 0.68 -0.89 -0.36  0.29
C4 0.52 0.94 0.21  0.58
C5 -0.69 -0.47 -0.50  0.13
N1 1.52 -1.60 0.20  -0.59
N2 -1.65 -0.64 0.42  -0.68
O1 0.57 1.86 -0.57  -0.51
H1 1.36 -2.61 0.13  0.37
H2 -1.30 -1.11 1.25  0.33
H3 0.05 1.53 2.20  0.25
H4 1.77 1.63 1.76  0.26
H5 1.05 0.09 2.16  0.24
H6 -1.64 0.91 -1.80  0.24
H7 -0.25 0.13 -2.55  0.22
H8 -1.75 -0.79 -2.32  0.24

Values from the calculation:
energy relative to the best compared isomer or geometry (same formula, charge and spin): 97.25 kcal/mol
LUMO energy (spin up / spin down): -0.30 / -0.30 eV
molar mass: 112.13 g mol⁻¹
Kohn-Sham gap (spin up / spin down): 7.9 / 7.9 eV

No. 5
Here is a molecular structure, C5H8N2O in a non-equilibrium geometry from OMol25. Energies are from the ωB97M-V functional and the def2-TZVPD basis.

Each line ends with the natural charge from an NBO analysis.
Atoms and positions in Å:
C1 -2.87 0.21 -0.22  -0.51
C2 -1.55 0.14 0.15  0.13
C3 -0.08 -1.28 0.18  0.09
C4 1.21 -1.24 0.50  -0.05
C5 1.80 0.87 -0.49  0.29
H1 -3.62 1.08 0.15  0.21
H2 -3.23 0.04 -1.24  0.19
H3 -1.49 0.47 1.31  0.19
H4 -0.88 -1.65 0.86  0.21
H5 1.84 -1.96 1.04  0.22
H6 2.56 -1.00 -1.15  0.41
H7 2.30 1.36 -1.52  0.18
H8 1.38 2.39 0.88  0.35
N1 1.97 -0.45 -0.55  -0.64
N2 1.27 1.28 0.72  -0.80
O1 -0.60 -0.27 -0.60  -0.49

Values from the calculation:
energy relative to the best compared isomer or geometry (same formula, charge and spin): 141.95 kcal/mol
LUMO energy: 0.84 eV
molar mass: 112.13 g mol⁻¹
Kohn-Sham gap: 9.3 eV

No. 6
Here is a molecular structure, C5H8N2O in a non-equilibrium geometry from OMol25. Energies are from the ωB97M-V functional and the def2-TZVPD basis.

Each line ends with the natural charge from an NBO analysis.
Atoms and positions in Å:
C1 1.47 -0.63 1.01  0.24
C2 -1.00 0.91 -0.74  0.07
C3 -1.51 0.26 0.57  -0.44
C4 -0.75 -0.94 -0.08  -0.09
C5 -1.32 -0.45 -1.44  -0.43
H1 2.61 0.44 2.17  0.34
H2 1.17 -1.61 1.71  0.19
H3 -1.40 1.77 -1.00  0.20
H4 -2.61 0.16 0.48  0.21
H5 -1.26 0.60 1.72  0.22
H6 -0.92 -1.95 0.38  0.22
H7 -0.66 -0.52 -2.39  0.24
H8 -2.56 -0.29 -1.62  0.23
N1 2.33 0.40 1.10  -0.67
N2 0.63 -0.44 -0.13  -0.18
O1 0.45 0.84 -0.52  -0.34

Values from the calculation:
energy relative to the best compared isomer or geometry (same formula, charge and spin): 148.74 kcal/mol
LUMO energy: 0.87 eV
molar mass: 112.13 g mol⁻¹
Kohn-Sham gap: 9.1 eV

No. 7
Here is a single C5H8N2O molecule in a non-equilibrium geometry from OMol25. Energies are from the ωB97M-V functional and the def2-TZVPD basis.

Each line ends with the natural charge from an NBO analysis.
Atoms and positions in Å:
C1 -3.41 -0.19 0.17  -0.50
C2 -2.17 0.33 -0.11  0.14
O1 -1.08 -0.42 -0.51  -0.51
C3 0.21 0.01 -0.30  0.46
C4 1.19 -1.16 -0.36  -0.25
C5 2.37 -1.20 0.21  -0.35
N1 0.40 1.28 -0.22  -0.30
N2 1.71 1.65 -0.19  -0.64
H1 -3.33 -1.32 0.19  0.20
H2 -4.36 0.31 0.41  0.23
H3 -1.91 1.36 0.04  0.19
H4 0.76 -1.92 -0.95  0.22
H5 2.67 -0.37 0.87  0.17
H6 3.05 -2.08 0.28  0.22
H7 2.26 1.07 0.43  0.35
H8 1.65 2.66 0.03  0.37

Values from the calculation:
SMILES: C=CO/C(C=C)=N/N
energy relative to the best compared isomer or geometry (same formula, charge and spin): 89.28 kcal/mol
LUMO energy: 0.78 eV
molar mass: 112.13 g mol⁻¹
Kohn-Sham gap: 9.1 eV

No. 8
Here is a single C5H8N2O molecule in a non-equilibrium geometry from OMol25. Energies are from the ωB97M-V functional and the def2-TZVPD basis.

Each line ends with the natural charge from an NBO analysis.
Atoms and positions in Å:
C1 2.81 0.24 -0.01  -0.41
N1 1.60 -0.51 0.23  -0.60
C2 0.37 -0.10 0.03  0.67
N2 -0.12 1.09 -0.18  -0.55
C3 -1.55 0.85 -0.32  -0.09
C4 -2.27 0.08 0.73  -0.46
C5 -1.71 -0.68 -0.47  0.05
O1 -0.49 -1.14 -0.22  -0.50
H1 3.28 0.22 -1.06  0.19
H2 3.65 -0.04 0.72  0.21
H3 2.50 1.24 0.09  0.23
H4 1.49 -1.53 0.10  0.40
H5 -2.26 1.48 -0.90  0.21
H6 -3.25 0.22 0.90  0.21
H7 -1.68 -0.24 1.57  0.21
H8 -2.37 -1.19 -1.20  0.21

Values from the calculation:
SMILES: CNC1=N[C@@H]2C[C@@H]2O1
energy relative to the best compared isomer or geometry (same formula, charge and spin): 60.62 kcal/mol
LUMO energy: 0.97 eV
molar mass: 112.13 g mol⁻¹
Kohn-Sham gap: 9.4 eV

No. 9
Here is a molecular structure, C5H8N2O in a non-equilibrium geometry from OMol25. Energies are from the ωB97M-V functional and the def2-TZVPD basis.

Each line ends with the natural charge from an NBO analysis.
Atoms and positions in Å:
C1 0.63 -0.54 0.59  -0.09
C2 -0.73 0.07 1.12  -0.44
C3 -0.05 1.23 0.11  -0.21
C4 1.28 0.60 0.61  -0.42
C5 -0.37 0.37 -1.27  0.45
H1 -0.90 -1.98 0.43  0.34
H2 0.73 -1.57 0.96  0.22
H3 -1.58 -0.51 0.92  0.21
H4 -0.89 0.14 2.25  0.23
H5 -0.30 2.25 0.00  0.22
H6 2.18 0.67 0.06  0.22
H7 1.52 1.10 1.47  0.23
H8 -0.57 0.03 -3.18  0.36
N1 0.35 -0.73 -0.80  -0.18
N2 -0.91 0.74 -2.32  -0.63
O1 -0.41 -1.86 -0.96  -0.50

Values from the calculation:
energy relative to the best compared isomer or geometry (same formula, charge and spin): 203.81 kcal/mol
LUMO energy: -0.19 eV
molar mass: 112.13 g mol⁻¹
Kohn-Sham gap: 8.4 eV

No. 10
Here is a molecular structure, C5H8N2O2 in a non-equilibrium geometry from OMol25. Energies are from the ωB97M-V functional and the def2-TZVPD basis.

Each line ends with the natural charge from an NBO analysis.
Atoms and positions in Å:
C1 0.18 2.05 0.25  0.21
C2 0.54 -0.33 1.53  0.06
C3 -0.33 -0.58 0.41  -0.17
C4 -0.64 -1.25 -1.48  -0.21
C5 -0.02 0.15 -0.87  0.10
H1 -0.56 1.92 1.06  0.15
H2 0.34 3.21 0.14  0.19
H3 0.85 -1.17 2.25  0.22
H4 -1.43 -0.16 0.72  0.20
H5 0.23 -2.58 -0.22  0.38
H6 -0.18 -1.85 -2.32  0.21
H7 -1.83 -1.18 -1.91  0.18
H8 1.09 0.03 -0.90  0.15
N1 1.34 0.65 1.76  -0.09
N2 -0.50 -1.89 -0.17  -0.63
O1 1.28 1.56 0.69  -0.42
O2 -0.34 1.42 -0.94  -0.53

Values from the calculation:
energy relative to the best compared isomer or geometry (same formula, charge and spin): 161.98 kcal/mol
LUMO energy: 0.82 eV
molar mass: 128.13 g mol⁻¹
Kohn-Sham gap: 9.9 eV

No. 11
Here is a single C5H8N2O2 molecule in a non-equilibrium geometry from OMol25. Energies are from the ωB97M-V functional and the def2-TZVPD basis.

Each line ends with the natural charge from an NBO analysis.
Atoms and positions in Å:
C1 -1.43 1.49 -0.15  0.23
C2 -1.84 -0.97 -0.20  0.35
C3 1.66 0.13 -0.90  -0.42
C4 0.66 0.33 1.36  -0.43
C5 -0.72 0.06 -0.59  -0.09
N1 -1.45 2.47 0.36  -0.34
N2 0.53 -0.12 -0.01  -0.46
O1 -1.32 -2.18 0.01  -0.64
O2 -3.00 -0.64 -0.14  -0.21
H1 2.67 -0.18 -0.49  0.22
H2 1.54 -0.55 -1.74  0.21
H3 1.62 1.23 -1.14  0.20
H4 -0.34 0.33 1.82  0.23
H5 1.30 -0.55 1.82  0.20
H6 1.23 1.24 1.53  0.21
H7 -0.69 -0.15 -1.68  0.25
H8 -0.42 -1.93 0.16  0.48

Values from the calculation:
energy relative to the best compared isomer or geometry (same formula, charge and spin): 87.46 kcal/mol
2S+1: 3
LUMO energy (spin up / spin down): 0.49 / -3.39 eV
molar mass: 128.13 g mol⁻¹
expectation value of S²: 2.01
Kohn-Sham gap (spin up / spin down): 5.9 / 6.6 eV

No. 12
Here is 3 unconnected molecules or ions with the total composition C5H8N2O3 in a non-equilibrium geometry from OMol25. Energies are from the ωB97M-V functional and the def2-TZVPD basis.

Each line ends with the natural charge from an NBO analysis.
Atoms and positions in Å:
O1 -1.50 0.83 2.45  -0.50
C1 -1.14 -0.03 1.68  0.43
C2 -0.04 0.20 0.68  -0.12
N1 0.60 1.51 0.65  -0.59
C3 0.07 1.78 -0.70  -0.22
C4 -0.36 0.31 -0.85  -0.07
N2 0.69 -0.62 -1.24  -0.78
C5 0.96 -0.97 0.50  0.81
O2 1.81 -1.23 1.32  -0.51
H1 -1.62 -1.03 1.66  0.13
H2 0.27 2.14 1.38  0.39
H3 -0.79 2.46 -0.72  0.20
H4 0.83 2.12 -1.42  0.20
H5 -1.37 0.07 -1.20  0.21
H6 1.43 -0.37 -1.89  0.40
H7 0.47 -2.06 -1.45  0.50
O3 0.29 -2.75 -0.33  -0.91
H8 -0.59 -2.36 -0.54  0.43

Values from the calculation:
energy relative to the best compared isomer or geometry (same formula, charge and spin): 133.24 kcal/mol
LUMO energy: 0.15 eV
molar mass: 144.13 g mol⁻¹
Kohn-Sham gap: 10.0 eV